The following is a quantum chemistry calculation of a structure of composition C42H48N5O4PS2Tl, from the OMol25 dataset.

Summary:
Frontier orbital gap (spin up / spin down): 6.116 / 5.242 eV
2S+1: 1
Total charge: +1
Highest occupied orbital energy (spin up / spin down): -0.3966 / -0.3968 hartree

CARTESIAN COORDINATES (ANGSTROEM)
Tl -0.291 -0.757 -1.693
O -6.884 -4.717 -0.262
C -5.813 -5.135 0.109
O -5.255 -6.000 0.754
C -4.613 -4.134 -0.488
C -4.861 -2.789 -0.531
C -3.821 -1.979 -0.988
N -2.652 -2.483 -1.391
C -2.466 -3.801 -1.387
C -3.432 -4.688 -0.905
C -1.141 -4.323 -1.852
C -0.983 -5.652 -2.226
C 0.273 -6.103 -2.597
C 1.336 -5.220 -2.588
C 1.090 -3.906 -2.222
N -0.112 -3.464 -1.864
C -4.037 -0.509 -1.112
C -4.971 0.153 -0.326
C -5.183 1.506 -0.543
C -4.465 2.145 -1.537
C -3.537 1.405 -2.257
N -3.316 0.113 -2.047
H -5.829 -2.391 -0.272
H -3.250 -5.747 -0.813
H -1.824 -6.330 -2.251
H 0.413 -7.134 -2.892
H 2.331 -5.535 -2.869
H 1.885 -3.169 -2.207
H -5.515 -0.365 0.451
H -5.902 2.047 0.057
H -4.604 3.196 -1.748
H -2.945 1.871 -3.036
C -0.476 1.245 2.698
C -1.250 -0.044 2.664
C -2.462 -0.166 3.328
C -3.136 -1.379 3.370
C -2.564 -2.494 2.786
C -1.355 -2.408 2.101
C -0.699 -3.663 1.591
C -0.740 -1.163 1.989
N 0.383 -0.981 1.131
C 1.570 -1.095 1.559
C 1.940 -1.523 2.953
C 2.706 -0.785 0.617
C 3.955 -0.213 1.234
N 2.546 -1.023 -0.618
C 3.614 -0.810 -1.539
C 4.548 -1.830 -1.750
C 4.507 -3.139 -0.999
C 5.544 -1.630 -2.701
C 5.622 -0.452 -3.421
C 4.696 0.552 -3.188
C 3.681 0.392 -2.254
C 2.681 1.496 -2.038
H -1.015 2.003 3.264
H -0.301 1.626 1.691
H 0.502 1.107 3.165
H -2.870 0.701 3.833
H -4.081 -1.462 3.891
H -3.048 -3.461 2.869
H -1.377 -4.239 0.979
H -0.419 -4.297 2.435
H 0.196 -3.454 1.008
H 1.049 -1.767 3.527
H 2.494 -0.741 3.474
H 2.587 -2.403 2.911
H 3.706 0.581 1.939
H 4.611 0.182 0.463
H 4.499 -0.984 1.785
H 4.068 -3.924 -1.619
H 3.928 -3.083 -0.080
H 5.518 -3.458 -0.747
H 6.272 -2.415 -2.868
H 6.406 -0.311 -4.152
H 4.760 1.483 -3.737
H 3.099 2.457 -2.333
H 2.353 1.569 -1.002
H 1.787 1.335 -2.646
C 2.427 3.559 1.300
C 2.763 4.508 0.164
C 2.908 5.947 0.614
O 1.797 4.423 -0.928
P 0.233 4.316 -0.874
S -0.490 4.686 -2.667
S -0.505 2.503 -0.562
O -0.145 5.322 0.288
C -1.445 5.388 0.947
C -1.187 6.024 2.296
C -2.422 6.175 0.100
H 3.239 3.573 2.027
H 2.299 2.540 0.934
H 1.510 3.867 1.806
H 3.685 4.183 -0.317
H 2.004 6.287 1.118
H 3.100 6.596 -0.239
H 3.748 6.025 1.305
H -1.796 4.362 1.078
H -0.801 7.037 2.168
H -0.461 5.445 2.866
H -2.116 6.076 2.862
H -2.025 7.170 -0.107
H -3.367 6.280 0.634
H -2.612 5.676 -0.849

Löwdin atomic charge list, values in e, 8 entries:
1 Tl 0.8301
2 O 0.1925
3 C -0.5398
4 O 0.1911
5 C -0.0357
6 C 0.0585
7 C -0.1758
8 N 0.1387

***

The following is a quantum chemistry calculation of a structure of composition C42H48N7O6P3S3Sn, from the OMol25 dataset.

Summary:
Frontier orbital gap: 7.264 eV
2S+1: 1
Total charge: 0
Highest occupied orbital energy: -0.2626 hartree
Energy relative to the best compared isomer or geometry (same formula, charge and spin): 97.0 kJ/mol

CARTESIAN COORDINATES (ANGSTROEM)
Sn -0.721 -0.767 -0.605
C -0.822 -5.229 3.445
N -1.260 -4.158 2.561
C -2.547 -3.708 2.465
C -2.529 -2.677 1.579
N -1.246 -2.481 1.140
C -0.487 -3.389 1.745
P 1.313 -3.667 1.578
C 1.415 -3.866 -0.221
N 0.746 -3.186 -1.122
C 1.123 -3.678 -2.339
C 2.044 -4.672 -2.165
N 2.234 -4.784 -0.814
C 3.126 -5.727 -0.157
C 1.948 -1.983 1.758
N 1.757 -0.995 0.908
C 2.453 0.074 1.400
C 3.064 -0.277 2.569
N 2.758 -1.592 2.785
C 3.129 -2.347 3.970
H -1.645 -5.924 3.584
H -0.520 -4.833 4.414
H 0.017 -5.758 3.002
H -3.353 -4.162 3.016
H -3.340 -2.066 1.225
H 0.705 -3.299 -3.257
H 2.576 -5.290 -2.868
H 3.576 -6.360 -0.917
H 2.576 -6.354 0.541
H 3.916 -5.204 0.378
H 2.436 1.037 0.920
H 3.659 0.291 3.264
H 4.159 -2.117 4.234
H 3.049 -3.411 3.761
H 2.474 -2.092 4.803
S -2.347 -2.556 -2.382
C -3.483 -1.526 -1.644
N -3.198 -0.728 -0.640
C -4.291 0.018 -0.211
C -4.278 0.959 0.815
C -5.456 1.616 1.125
C -6.635 1.358 0.422
C -6.653 0.430 -0.607
C -5.474 -0.236 -0.914
S -5.164 -1.426 -2.145
H -3.361 1.178 1.344
H -5.454 2.351 1.921
H -7.543 1.889 0.679
H -7.564 0.230 -1.158
C 0.607 -0.894 7.290
C 0.325 -0.191 5.987
C -0.092 -0.908 4.871
C -0.379 -0.267 3.673
C -0.264 1.109 3.582
C 0.140 1.846 4.691
C 0.443 1.193 5.875
S -0.683 1.979 2.086
O 0.455 2.804 1.744
O -1.899 2.695 2.405
O -0.906 0.907 1.069
H 1.200 -1.798 7.135
H -0.323 -1.194 7.778
H 1.150 -0.247 7.980
H -0.204 -1.987 4.941
H -0.709 -0.823 2.812
H 0.229 2.922 4.613
H 0.768 1.769 6.735
C 3.584 -0.392 -3.075
P 1.914 0.192 -2.569
C 1.240 0.517 -4.255
C 0.175 -0.257 -4.707
C -0.296 -0.124 -6.009
C 0.294 0.790 -6.869
C 1.342 1.586 -6.420
C 1.806 1.454 -5.119
C 2.239 1.886 -1.949
C 1.018 2.707 -1.577
C 1.803 5.053 -1.175
C 3.216 4.701 -0.820
C 3.902 3.581 -1.063
C 3.479 2.327 -1.711
H 4.101 0.329 -3.711
H 3.432 -1.314 -3.639
H 4.198 -0.623 -2.203
H -0.316 -0.951 -4.032
H -1.130 -0.729 -6.342
H -0.071 0.896 -7.884
H 1.795 2.311 -7.085
H 2.628 2.072 -4.772
H 0.929 2.773 -0.485
H 1.801 6.066 -1.586
H 3.753 5.485 -0.294
H 4.937 3.575 -0.736
H 4.303 1.672 -1.968
C -2.213 2.759 -4.524
O -1.881 3.372 -3.278
P -1.708 2.377 -1.992
O -1.628 3.522 -0.854
C -2.856 4.119 -0.420
O -0.132 1.979 -2.039
C 1.090 4.124 -2.146
H -2.889 3.422 -5.060
H -2.704 1.792 -4.378
H -1.309 2.602 -5.114
H -3.719 3.544 -0.767
H -2.914 5.127 -0.829
H -2.848 4.141 0.666
H 1.590 4.106 -3.118
H 1.223 5.107 -0.246
H 0.081 4.498 -2.302

Löwdin atomic charge list, values in e, 8 entries:
1 Sn 1.2226
2 C -0.0296
3 N -0.1240
4 C -0.0368
5 C -0.1003
6 N -0.0221
7 C -0.4385
8 P 1.1665

***

The following is a quantum chemistry calculation of a structure of composition C42H48N8O7S3Sm, from the OMol25 dataset.

Summary:
Frontier orbital gap (spin up / spin down): 6.945 / 6.970 eV
2S+1: 6
Total charge: +1
Highest occupied orbital energy (spin up / spin down): -0.3815 / -0.3819 hartree
Energy relative to the best compared isomer or geometry (same formula, charge and spin): 131.5 kJ/mol

CARTESIAN COORDINATES (ANGSTROEM)
Sm -16.736 9.220 -14.899
N -12.291 7.831 -16.328
C -13.351 8.472 -15.863
N -14.562 7.957 -15.632
C -14.634 6.606 -15.646
N -15.730 5.958 -15.223
N -16.801 6.739 -15.180
C -17.987 6.191 -15.182
C -19.148 6.997 -15.454
C -20.443 6.430 -15.261
C -21.509 7.209 -15.573
C -21.277 8.470 -16.155
C -20.004 8.933 -16.368
N -18.944 8.269 -15.962
C -13.500 5.775 -16.074
C -13.532 4.374 -16.172
C -12.407 3.632 -16.554
C -11.220 4.269 -16.901
C -11.123 5.663 -16.735
C -12.268 6.401 -16.357
H -11.423 8.333 -16.465
H -13.176 9.477 -15.519
H -18.134 5.183 -14.849
H -20.536 5.499 -14.729
H -22.541 6.843 -15.373
H -22.091 9.137 -16.430
H -19.884 9.887 -16.928
H -14.461 3.877 -15.894
H -12.444 2.537 -16.618
H -10.390 3.692 -17.251
H -10.220 6.214 -16.967
C -17.962 17.126 -12.755
C -18.356 15.701 -12.952
C -17.364 14.768 -13.228
C -17.742 13.480 -13.595
C -19.049 13.113 -13.605
C -20.056 14.027 -13.259
C -19.663 15.270 -12.789
S -19.470 11.653 -14.471
O -20.847 11.285 -14.265
O -18.984 11.892 -15.829
N -18.459 10.508 -13.900
C -18.734 9.643 -12.847
C -19.730 9.950 -11.799
C -19.874 8.992 -10.796
C -19.123 7.799 -10.868
C -18.215 7.580 -11.867
N -18.031 8.497 -12.879
H -16.932 17.265 -13.027
H -18.046 17.479 -11.719
H -18.500 17.816 -13.452
H -16.314 15.083 -13.258
H -16.984 12.721 -13.783
H -21.115 13.722 -13.327
H -20.405 15.988 -12.450
H -20.419 10.823 -11.919
H -20.586 9.128 -9.993
H -19.243 7.114 -10.031
H -17.601 6.695 -11.956
C -12.209 11.994 -18.762
C -13.576 12.653 -18.500
C -14.315 11.990 -17.295
S -16.119 11.929 -17.177
O -16.364 10.491 -16.704
C -16.762 12.036 -18.908
C -16.353 10.930 -19.848
C -17.337 9.750 -19.732
H -11.676 12.398 -19.644
H -12.351 10.955 -19.039
H -11.525 12.085 -17.899
H -14.153 12.580 -19.425
H -13.461 13.731 -18.308
H -13.959 12.430 -16.352
H -13.994 10.940 -17.354
H -16.349 12.936 -19.282
H -17.854 12.048 -18.812
H -15.345 10.600 -19.707
H -16.359 11.287 -20.870
H -17.322 9.297 -18.726
H -17.046 8.906 -20.432
H -18.366 10.031 -20.033
C -16.798 8.474 -5.393
C -16.691 9.735 -6.158
C -16.789 9.587 -7.566
C -16.627 10.672 -8.400
C -16.317 11.914 -7.871
C -16.291 12.118 -6.475
C -16.429 10.998 -5.664
S -15.890 13.272 -8.997
O -17.060 13.527 -9.808
O -15.237 14.211 -8.144
N -14.700 12.676 -9.975
C -14.945 12.167 -11.318
C -13.971 10.962 -11.583
C -14.265 10.020 -12.739
O -13.354 9.251 -13.116
O -15.387 10.114 -13.366
H -16.906 7.649 -6.137
H -17.670 8.442 -4.715
H -15.937 8.286 -4.748
H -16.964 8.554 -7.904
H -16.856 10.523 -9.470
H -16.100 13.065 -6.004
H -16.364 11.124 -4.565
H -13.763 13.044 -9.750
H -14.797 13.017 -12.089
H -15.993 11.920 -11.339
H -14.019 10.362 -10.627
H -12.966 11.346 -11.630

Löwdin atomic charge list, values in e, 8 entries:
1 Sm 1.6985
2 N 0.1508
3 C -0.1232
4 N 0.0462
5 C -0.2599
6 N 0.0605
7 N -0.1259
8 C -0.0634

***

The following is a quantum chemistry calculation of a structure of composition C42H49AsN4O6ReS, from the OMol25 dataset.

Summary:
Frontier orbital gap (spin up / spin down): 5.788 / 5.557 eV
2S+1: 2
Total charge: 0
Highest occupied orbital energy (spin up / spin down): -0.2636 / -0.2603 hartree
Energy relative to the best compared isomer or geometry (same formula, charge and spin): 0.0 kJ/mol

CARTESIAN COORDINATES (ANGSTROEM)
Re 0.152 0.065 -0.042
C 0.265 4.261 -4.966
C -0.514 2.952 -4.805
C 0.156 2.033 -3.840
C 1.056 1.037 -4.098
C 1.544 0.550 -5.422
C 3.000 0.926 -5.696
C 1.367 0.423 -2.829
C 2.149 -0.717 -2.709
C 2.338 -1.470 -1.563
C 3.121 -2.678 -1.467
C 3.719 -3.393 -2.631
C 2.657 -4.197 -3.386
C 3.122 -3.044 -0.149
C 2.340 -2.056 0.554
C 2.155 -1.992 1.925
C 1.398 -1.046 2.603
N 0.684 -0.033 2.024
C -0.022 0.574 3.024
C -0.921 1.622 2.879
C -1.282 2.238 1.694
N -0.823 1.886 0.458
C -1.305 2.804 -0.424
C -0.984 2.847 -1.773
C -0.077 2.022 -2.419
N 0.684 1.054 -1.823
C -2.142 3.753 0.266
C -2.142 3.391 1.584
C -2.845 4.044 2.728
C -1.899 4.936 3.537
C -2.859 4.888 -0.386
C -4.190 4.423 -0.985
C 0.293 -0.040 4.287
C 1.186 -1.044 4.027
C 1.760 -2.035 4.985
C 0.859 -3.270 5.071
C -0.301 0.365 5.595
C -1.746 -0.127 5.738
N 1.835 -1.155 -0.339
C 3.813 -4.211 0.475
C 5.255 -3.848 0.838
H -0.237 4.907 -5.684
H 1.272 4.062 -5.325
H 0.340 4.780 -4.013
H -0.591 2.456 -5.774
H -1.530 3.162 -4.464
H 0.920 0.969 -6.212
H 1.428 -0.535 -5.454
H 3.107 2.006 -5.754
H 3.328 0.496 -6.640
H 3.649 0.564 -4.904
H 2.591 -1.098 -3.616
H 4.500 -4.072 -2.286
H 4.178 -2.669 -3.307
H 2.231 -4.963 -2.742
H 3.102 -4.684 -4.251
H 1.850 -3.550 -3.718
H 2.625 -2.760 2.522
H -1.366 2.002 3.785
H -1.492 3.580 -2.380
H -3.273 3.281 3.381
H -3.668 4.653 2.349
H -1.042 4.370 3.892
H -2.418 5.357 4.395
H -1.533 5.751 2.916
H -2.234 5.314 -1.175
H -3.041 5.670 0.353
H -4.023 3.625 -1.706
H -4.681 5.255 -1.485
H -4.845 4.043 -0.203
H 1.849 -1.577 5.972
H 2.760 -2.334 4.665
H -0.134 -2.991 5.411
H 1.279 -3.994 5.765
H 0.755 -3.730 4.092
H -0.274 1.454 5.688
H 0.291 -0.052 6.411
H -2.352 0.197 4.897
H -2.183 0.257 6.658
H -1.775 -1.212 5.764
H 3.812 -5.046 -0.227
H 3.276 -4.530 1.369
H 5.796 -3.532 -0.050
H 5.766 -4.703 1.270
H 5.266 -3.031 1.554
O -3.362 -1.164 0.760
As -2.187 -2.414 0.401
O -2.399 -3.600 1.464
O -0.631 -1.798 0.617
C -2.569 -3.050 -1.414
C -2.795 -4.413 -1.560
C -3.137 -4.928 -2.798
C -3.297 -4.086 -3.890
C -3.076 -2.731 -3.740
C -2.713 -2.225 -2.505
S -1.999 -0.600 -2.564
O -2.831 0.260 -3.365
O -0.697 -0.920 -3.112
O -1.896 -0.083 -1.171
H -3.187 -0.458 0.127
H -2.680 -5.055 -0.696
H -3.285 -5.989 -2.920
H -3.569 -4.493 -4.854
H -3.160 -2.036 -4.561

Löwdin atomic charge list, values in e, 8 entries:
1 Re 1.7412
2 C -0.0760
3 C -0.1791
4 C -0.1241
5 C -0.1270
6 C -0.1761
7 C -0.0801
8 C -0.2416